[1]
Below is a structure of composition C27H31Cl2N2O8S4Si2W, with properties calculated with ωB97M-V/def2-TZVPD.

Structure (XYZ):
```
77
Properties=species:S:1:pos:R:3:lowdin_charge:R:1
W -0.29 0.57 -0.26 1.608
S -2.72 0.11 -1.05 0.783
C -1.83 -0.92 -2.04 -1.096
N -0.57 -1.10 -1.71 -0.153
C 0.13 -1.84 -2.65 -0.283
C 1.48 -2.19 -2.62 0.005
C 1.99 -2.98 -3.64 -0.079
C 1.18 -3.43 -4.68 -0.103
C -0.16 -3.09 -4.72 -0.097
C -0.68 -2.29 -3.71 -0.458
S -2.31 -1.70 -3.52 1.056
H 2.12 -1.83 -1.83 0.085
H 3.04 -3.24 -3.62 0.101
H 1.60 -4.04 -5.46 0.096
H -0.79 -3.43 -5.53 0.103
C 1.08 0.88 3.09 -0.155
Si -0.20 -0.50 2.95 0.498
C 0.66 -1.79 4.05 -0.174
C -1.84 -0.12 3.77 -0.158
C -0.48 -1.20 1.18 -0.415
C 0.88 -1.61 0.82 -0.428
C 1.59 -2.80 1.03 -0.031
C 2.95 -2.81 0.80 -0.064
C 3.58 -1.65 0.35 -0.065
C 2.81 -0.54 0.05 -0.102
N 1.48 -0.55 0.24 -0.054
Si -1.80 -2.56 1.21 0.484
C -3.54 -1.93 1.54 -0.193
C -1.73 -3.64 -0.34 -0.163
C -1.56 -3.82 2.61 -0.197
H 0.98 1.28 4.11 0.041
H 1.00 1.70 2.40 0.003
H 2.08 0.45 3.01 0.036
H 0.75 -1.33 5.04 0.035
H 1.67 -2.00 3.70 0.025
H 0.14 -2.74 4.18 0.000
H -1.73 0.71 4.47 0.027
H -2.19 -0.99 4.34 0.032
H -2.62 0.15 3.06 0.008
H 1.07 -3.66 1.43 0.102
H 3.53 -3.70 1.00 0.105
H 4.65 -1.60 0.19 0.103
H 3.25 0.34 -0.39 0.089
H -3.63 -0.85 1.49 -0.011
H -3.86 -2.25 2.54 0.029
H -4.24 -2.35 0.81 0.032
H -2.41 -3.29 -1.12 0.007
H -2.04 -4.66 -0.07 0.032
H -0.73 -3.70 -0.78 0.027
H -1.68 -3.37 3.59 0.011
H -0.62 -4.37 2.59 0.020
H -2.37 -4.54 2.49 0.031
O -1.49 2.66 -3.57 -0.270
S -0.64 2.53 -2.42 0.509
O -1.27 2.63 -1.09 -0.424
O 0.16 1.28 -2.37 -0.395
C 0.45 3.95 -2.46 -0.210
C 0.06 4.98 -3.29 -0.051
C 0.73 6.20 -3.25 -0.072
C 1.78 6.39 -2.37 -0.070
C 2.18 5.34 -1.55 -0.050
C 1.53 4.12 -1.60 -0.229
S 2.26 2.79 -0.65 0.493
O 3.15 3.39 0.30 -0.290
O 2.86 1.93 -1.64 -0.301
O 1.10 2.16 0.07 -0.492
H -0.78 4.83 -3.96 0.109
H 0.42 7.00 -3.91 0.102
H 2.29 7.34 -2.32 0.103
H 3.01 5.46 -0.86 0.111
Cl -0.60 4.47 1.46 0.663
C -2.13 3.70 1.89 -0.970
Cl -2.38 3.79 3.66 0.576
C -2.27 2.23 1.47 -0.769
O -3.39 1.84 1.25 0.020
O -1.17 1.56 1.36 -0.294
H -2.93 4.26 1.44 0.065
```

Properties
Charge = -1
Energy relative to the best compared isomer or geometry (same formula, charge and spin) = 0.0 kJ/mol
Max |F| = 1.13 eV/A
Kohn-Sham gap (spin up / spin down) = 6.8 / 7.0 eV
HOMO energy (spin up / spin down) = -4.4 / -4.6 eV

---

[2]
Below is a cluster of 2 separate species, C6H16N in total, with properties calculated with ωB97M-V/def2-TZVPD.

Structure (XYZ):
```
23
Properties=species:S:1:pos:R:3:nbo_charge:R:1
C -1.75 1.14 -1.23 -0.607
C 1.73 2.35 0.06 -0.600
C 0.59 1.38 -0.19 -0.394
C -0.55 2.03 -0.98 -0.407
H -1.51 0.30 -1.89 0.182
H -2.55 1.67 -1.73 0.248
H -2.15 0.74 -0.29 0.173
H 2.55 1.90 0.62 0.218
H 1.36 3.19 0.65 0.218
H 2.09 2.74 -0.89 0.220
H 0.21 1.04 0.80 0.166
H 0.98 0.48 -0.70 0.171
H -0.86 2.90 -0.41 0.216
H -0.12 2.38 -1.92 0.218
C -0.12 -2.87 0.82 -0.080
C 1.02 -2.77 1.46 -0.312
N -0.74 -1.66 0.24 -0.706
H -0.67 -3.77 0.60 0.241
H 1.47 -3.65 1.89 0.256
H 1.51 -1.81 1.56 0.218
H -1.64 -1.44 0.67 0.447
H -0.16 -0.81 0.36 0.464
H -0.93 -1.74 -0.76 0.450
```

Properties
Charge = +1
Energy relative to the best compared isomer or geometry (same formula, charge and spin) = 114.2 kJ/mol
Max |F| = 0.51 eV/A
Kohn-Sham gap = 11.7 eV
HOMO energy = -15.1 eV

---

[3]
Below is a structure of composition C5H10O2, with properties calculated with ωB97M-V/def2-TZVPD.

Structure (XYZ):
```
17
Properties=species:S:1:pos:R:3:nbo_charge:R:1
C 2.08 0.64 -0.70 -0.646
C 1.18 -0.45 -0.13 0.044
C 0.72 -0.34 1.31 -0.302
O -0.53 0.37 1.16 -0.394
C -0.99 0.13 0.00 0.767
C -2.36 0.50 -0.44 -0.693
O -0.13 -0.38 -0.84 -0.468
H 2.21 0.53 -1.78 0.213
H 3.06 0.58 -0.21 0.222
H 1.66 1.64 -0.49 0.207
H 1.59 -1.43 -0.37 0.190
H 1.34 0.23 2.00 0.178
H -0.52 -1.84 1.23 0.045
H -1.22 -1.98 0.91 -0.107
H -2.32 1.44 -1.01 0.242
H -2.77 -0.28 -1.08 0.251
H -3.00 0.64 0.43 0.250
```

Properties
Energy relative to the best compared isomer or geometry (same formula, charge and spin) = 469.0 kJ/mol
Max |F| = 0.35 eV/A
Kohn-Sham gap = 7.6 eV
HOMO energy = -6.7 eV

---

[4]
Below is a structure of composition C12H21Br2N2O9PSc, with properties calculated with ωB97M-V/def2-TZVPD.

Structure (XYZ):
```
48
Properties=species:S:1:pos:R:3:nbo_charge:R:1
Sc 0.40 0.02 -0.51 1.787
O -1.04 -2.73 1.94 -0.630
C -1.06 -2.18 0.85 0.812
O -1.01 -0.87 0.74 -0.876
C -1.06 -2.97 -0.45 -0.348
C -1.64 -2.15 -1.61 0.083
C -1.89 -3.01 -2.83 -0.421
C -0.45 -3.26 -3.36 -0.430
C 0.39 -2.52 -2.33 0.093
O -0.46 -1.37 -2.01 -0.589
C 0.40 -3.27 -0.98 -0.339
C 1.50 -2.75 -0.07 0.793
O 2.18 -3.48 0.61 -0.560
O 1.63 -1.43 -0.09 -0.854
H -1.60 -3.89 -0.28 0.262
H -2.43 -1.46 -1.34 0.243
H -2.49 -2.48 -3.56 0.233
H -2.41 -3.93 -2.57 0.228
H -0.31 -2.83 -4.35 0.233
H -0.19 -4.32 -3.41 0.232
H 1.36 -2.17 -2.66 0.238
H 0.54 -4.34 -1.11 0.258
Br -4.35 0.45 -0.24 0.071
C -3.20 1.98 -0.09 -0.518
Br -1.72 1.93 -1.35 0.116
H -2.75 2.01 0.89 0.271
H -3.77 2.86 -0.34 0.239
O 1.34 1.26 -1.83 -0.795
C 1.94 2.38 -1.93 0.720
O 1.90 3.31 -1.11 -0.718
H 2.52 2.53 -2.85 0.126
N 0.35 -0.60 3.09 -0.702
C 0.38 0.79 3.65 -0.608
P 0.28 1.96 2.22 2.177
O -1.07 2.53 2.07 -1.116
O 0.95 1.17 1.11 -1.161
C 1.44 3.36 2.46 -0.600
N 1.19 4.21 1.25 -0.712
H -0.41 -0.72 2.37 0.489
H 0.18 -1.31 3.80 0.450
H 1.21 -0.83 2.59 0.454
H 1.29 0.92 4.24 0.247
H -0.48 0.93 4.29 0.262
H 2.48 3.06 2.46 0.250
H 1.21 3.95 3.35 0.245
H 1.71 5.08 1.29 0.432
H 0.19 4.42 1.18 0.445
H 1.47 3.70 0.33 0.490
```

Properties
Charge = +1
Energy relative to the best compared isomer or geometry (same formula, charge and spin) = 31.1 kJ/mol
Max |F| = 0.31 eV/A
Kohn-Sham gap = 9.8 eV
HOMO energy = -12.3 eV

---

[5]
Below is a structure of composition C53H43N5OP2ReS3, with properties calculated with ωB97M-V/def2-TZVPD.

Structure (XYZ):
```
108
Properties=species:S:1:pos:R:3:mulliken_spin:R:1
Re -0.23 -0.48 0.30 1.849
N -1.89 -2.83 1.34 0.039
C -0.90 -2.47 0.55 0.018
S -2.57 -0.11 -0.23 0.167
N -0.35 -3.36 -0.32 0.090
N 0.21 -1.44 -1.50 0.053
C 0.34 -0.91 -2.66 -0.009
C 0.17 0.52 -2.74 0.068
C 0.17 1.18 -3.96 0.005
C 0.11 2.56 -3.98 -0.003
C 0.09 3.23 -2.77 0.007
C 0.10 2.50 -1.58 0.001
N 0.12 1.17 -1.55 -0.004
H -2.35 -2.12 1.89 0.001
H -2.27 -3.77 1.39 -0.002
H 0.65 -1.48 -3.52 -0.032
H 0.22 0.60 -4.87 0.000
H 0.09 3.10 -4.91 0.001
H 0.07 4.31 -2.72 0.000
H 0.10 3.01 -0.63 0.002
C 4.47 -1.99 5.06 0.000
C 3.15 -2.79 5.08 0.000
C 3.19 -3.80 6.22 0.000
C 2.98 -3.46 3.73 0.006
C 3.36 -4.75 3.41 0.001
C 3.23 -5.26 2.12 0.002
C 2.73 -4.47 1.09 0.008
C 2.35 -3.16 1.38 0.033
P 1.82 -1.85 0.26 -0.115
C 0.73 -2.74 -1.10 -0.177
C -0.92 -4.61 -0.58 0.387
C -0.43 -5.68 -1.26 -0.204
C 0.74 -5.81 -2.03 0.388
C 1.61 -4.78 -2.42 -0.062
C 1.55 -3.46 -2.08 0.325
C 3.32 -1.27 -0.54 0.059
C 3.32 0.00 -1.12 0.016
C 4.47 0.51 -1.71 0.001
C 5.63 -0.25 -1.71 0.000
C 5.65 -1.51 -1.13 0.001
C 4.50 -2.02 -0.54 -0.021
C 2.47 -2.69 2.69 -0.023
O 2.02 -1.42 2.87 0.024
C 1.50 -1.14 4.11 -0.002
C 0.45 -0.24 4.16 -0.018
C -0.05 0.11 5.41 -0.003
C 0.46 -0.48 6.55 0.001
C 1.46 -1.44 6.47 -0.001
C 2.00 -1.79 5.24 0.004
P -0.26 0.53 2.63 0.038
C 0.63 2.12 2.63 -0.062
C 0.59 3.01 3.69 -0.006
C 1.27 4.22 3.61 0.001
C 2.02 4.53 2.48 0.002
C 2.12 3.62 1.44 0.006
C 1.43 2.42 1.52 0.011
C -1.94 0.79 3.29 0.017
C -2.51 2.03 3.57 -0.008
C -3.76 2.09 4.18 0.000
C -4.44 0.94 4.51 0.000
C -3.87 -0.30 4.24 -0.002
C -2.63 -0.37 3.64 0.021
H 5.32 -2.67 4.93 0.000
H 4.60 -1.46 6.01 0.000
H 4.48 -1.26 4.25 0.000
H 4.02 -4.50 6.08 0.000
H 2.26 -4.37 6.29 0.000
H 3.37 -3.30 7.17 0.000
H 3.77 -5.40 4.17 0.000
H 3.52 -6.28 1.91 0.000
H 2.64 -4.86 0.09 -0.007
H -1.90 -4.72 -0.15 0.030
H -1.06 -6.55 -1.21 0.001
H 0.94 -6.80 -2.42 0.009
H 2.40 -5.05 -3.10 -0.001
H 2.30 -2.81 -2.51 0.022
H 2.41 0.59 -1.10 0.007
H 4.46 1.50 -2.15 0.000
H 6.54 0.16 -2.14 0.000
H 6.56 -2.09 -1.12 0.000
H 4.53 -3.00 -0.09 -0.006
H -0.87 0.81 5.50 0.000
H 0.06 -0.21 7.52 0.000
H 1.81 -1.91 7.37 0.000
H 0.04 2.77 4.59 0.001
H 1.23 4.92 4.43 0.000
H 2.55 5.47 2.43 0.000
H 2.73 3.84 0.58 0.001
H 1.53 1.67 0.74 0.030
H -1.98 2.94 3.33 0.000
H -4.20 3.06 4.39 0.000
H -5.41 1.00 4.99 0.000
H -4.40 -1.21 4.52 0.000
H -2.14 -1.33 3.52 -0.001
S -2.67 3.07 0.56 0.002
C -3.07 2.47 -0.92 0.003
N -2.94 1.17 -1.31 0.011
C -3.27 0.93 -2.65 0.001
C -3.17 -0.27 -3.33 0.011
C -3.48 -0.30 -4.68 0.003
C -3.88 0.86 -5.35 0.001
C -3.99 2.06 -4.67 0.000
C -3.68 2.08 -3.32 0.001
S -3.69 3.45 -2.22 0.001
H -2.87 -1.17 -2.80 -0.020
H -3.42 -1.23 -5.23 0.000
H -4.12 0.82 -6.40 0.000
H -4.32 2.96 -5.17 0.000
```

Properties
2S+1 = 4
Charge = +2
⟨S²⟩ = 3.813
Energy relative to the best compared isomer or geometry (same formula, charge and spin) = 190.2 kJ/mol
Max |F| = 1.09 eV/A
Kohn-Sham gap (spin up / spin down) = 6.1 / 5.2 eV
HOMO energy (spin up / spin down) = -12.0 / -12.0 eV

---

[6]
Below is a cluster of 2 separate species, C6H12O in total, with properties calculated with ωB97M-V/def2-TZVPD.

Structure (XYZ):
```
19
Properties=species:S:1:pos:R:3:nbo_charge:R:1
C -2.28 0.29 -0.20 -0.611
C -1.58 -1.08 -0.05 -0.515
C -0.47 -1.30 -1.03 0.463
O 0.47 -2.04 -0.87 -0.530
H -3.25 0.30 0.31 0.219
H -2.45 0.51 -1.27 0.203
H -1.64 1.08 0.19 0.219
H -1.22 -1.23 0.98 0.230
H -2.22 -1.92 -0.33 0.233
H -0.76 -0.87 -2.02 0.092
C 0.79 1.05 1.46 -0.440
C 1.67 0.27 0.83 -0.155
C 2.41 0.65 -0.44 -0.658
H 0.54 2.03 1.07 0.188
H 0.29 0.72 2.37 0.200
H 1.89 -0.72 1.24 0.205
H 2.32 -0.15 -1.18 0.231
H 3.47 0.81 -0.21 0.221
H 2.02 1.58 -0.87 0.206
```

Properties
Energy relative to the best compared isomer or geometry (same formula, charge and spin) = 142.6 kJ/mol
Max |F| = 0.85 eV/A
Kohn-Sham gap = 10.6 eV
HOMO energy = -9.6 eV